{
  "formula": "C2H2EuO3",
  "method": "ωB97M-V/def2-TZVPD",
  "symbols": ["O", "C", "Eu", "H", "O", "C", "O", "H"],
  "xyz": [[1.423658, -0.633156, 0.112102], [0.159536, -0.818978, 0.307159], [2.231878, 1.507444, 0.111540], [-0.154784, -1.260946, 1.266228], [-0.034813, 1.608694, -0.498396], [-0.762331, 0.664998, -0.111524], [-1.715362, 0.084996, -0.718543], [-1.147782, -1.153052, -0.468563]],
  "forces_ev_per_angstrom": [[-4.7, -2.3, 0.1], [5.2, 5.1, 2.7], [1.2, 1.2, -0.1], [-0.2, -1.6, -0.5], [-2.6, -1.0, 2.1], [4.6, -2.1, -3.6], [-0.4, -3.0, 0.7], [-3.1, 3.6, -1.3]],
  "lowdin_spin": [-0.03, -0.04, 7.02, -0.03, 0.06, 0.07, -0.09, 0.03],
  "homo_ev": [-19.313, -19.850],
  "total_energy_ev": -27554.55328,
  "spin_multiplicity": 8,
  "homo_lumo_gap_ev": [6.78, 7.15],
  "fmax_ha_per_bohr": 0.1510,
  "charge": 2
}

***

{
  "formula": "C2H3I3O",
  "method": "ωB97M-V/def2-TZVPD",
  "symbols": ["I", "C", "C", "I", "H", "H", "O", "I", "H"],
  "xyz": [[0.510672, -0.789011, -2.524858], [-0.611010, 0.051698, -1.038179], [-0.161233, 1.101346, -0.385360], [-1.455814, 1.916480, 1.136594], [-1.672026, -0.209817, -0.911841], [0.805725, 1.595975, -0.242213], [0.471490, -1.443658, 0.881610], [2.136459, -0.488828, 1.373932], [-0.024263, -1.734184, 1.710316]],
  "forces_ev_per_angstrom": [[0.2, -0.4, -0.4], [-0.8, 1.2, -0.1], [-0.4, 0.8, 1.5], [0.3, -0.2, -0.5], [0.8, -0.4, -0.2], [-0.4, -0.5, -0.8], [-0.7, -0.8, 1.6], [-0.2, -0.4, 0.2], [1.2, 0.7, -1.4]],
  "mulliken_charge": [0.09, -0.49, -0.56, 0.00, 0.37, 0.55, -0.59, 0.28, 0.36],
  "homo_ev": -8.813,
  "total_energy_ev": -28469.68722,
  "smiles": "I/C=C/I.OI",
  "homo_lumo_gap_ev": 7.95,
  "fmax_ha_per_bohr": 0.0381,
  "charge": 0
}

***

{
  "formula": "C27H75Cl9O32P8",
  "method": "ωB97M-V/def2-TZVPD",
  "symbols": ["C", "O", "P", "O", "O", "C", "O", "C", "H", "H", "H", "H", "H", "H", "H", "H", "H", "C", "O", "P", "O", "O", "C", "O", "C", "H", "H", "H", "H", "H", "H", "H", "H", "H", "C", "O", "P", "O", "O", "C", "O", "C", "H", "H", "H", "H", "H", "H", "H", "H", "H", "C", "O", "P", "O", "O", "C", "O", "C", "H", "H", "H", "H", "H", "H", "H", "H", "H", "C", "O", "P", "O", "O", "C", "O", "C", "H", "H", "H", "H", "H", "H", "H", "H", "H", "C", "O", "P", "O", "O", "C", "O", "C", "H", "H", "H", "H", "H", "H", "H", "H", "H", "C", "O", "P", "O", "O", "C", "O", "C", "H", "H", "H", "H", "H", "H", "H", "H", "H", "C", "O", "P", "O", "O", "C", "O", "C", "H", "H", "H", "H", "H", "H", "H", "H", "H", "Cl", "C", "Cl", "Cl", "H", "Cl", "C", "Cl", "Cl", "H", "Cl", "C", "Cl", "Cl", "H"],
  "xyz": [[-1.543689, 3.758508, -3.316336], [-1.087729, 2.704251, -4.146823], [-1.983380, 1.976135, -5.303089], [-1.614359, 0.545084, -5.564154], [-3.483376, 2.189497, -4.640720], [-4.624138, 1.631367, -5.274897], [-1.848420, 2.991875, -6.580775], [-2.528630, 4.207894, -6.615107], [-1.049589, 4.676517, -3.634479], [-1.122328, 3.579420, -2.327157], [-2.607877, 3.928061, -3.152431], [-4.376034, 0.756173, -5.875365], [-5.120167, 2.280922, -5.996102], [-5.433069, 1.361263, -4.596091], [-3.288482, 4.242091, -7.395850], [-1.818884, 5.034438, -6.649549], [-3.024992, 4.286517, -5.647875], [-5.628723, -2.036316, -8.530559], [-4.517918, -2.507649, -7.815611], [-4.531772, -3.790189, -6.844545], [-5.789894, -3.887048, -6.055702], [-3.216451, -3.586431, -6.000134], [-3.142748, -2.547409, -5.049347], [-4.172395, -5.060292, -7.788793], [-2.914534, -5.214930, -8.483431], [-5.391646, -1.530136, -9.466341], [-6.268945, -1.343670, -7.984248], [-6.227598, -2.889312, -8.849714], [-2.252528, -2.699961, -4.439151], [-4.039935, -2.455890, -4.437153], [-3.043318, -1.573965, -5.529588], [-2.389028, -6.062270, -8.043018], [-2.234739, -4.362887, -8.482447], [-3.122103, -5.474797, -9.521446], [3.053909, 3.843727, 6.343778], [4.053504, 4.002532, 5.373400], [3.919660, 3.188580, 3.975410], [5.060852, 3.422748, 3.031623], [2.532052, 3.629999, 3.454816], [1.923839, 3.071586, 2.324589], [3.689533, 1.706858, 4.514447], [4.822983, 1.005329, 4.942110], [3.422242, 3.199346, 7.142027], [2.109082, 3.391382, 6.042446], [2.813300, 4.780884, 6.845716], [1.223417, 3.694033, 1.767754], [1.336799, 2.166936, 2.483037], [2.688245, 2.775392, 1.606212], [4.705215, 0.955886, 6.024600], [5.816515, 1.374632, 4.687926], [4.748766, -0.026866, 4.599837], [4.312688, -3.055714, 2.513902], [4.385861, -2.464017, 3.832164], [4.350702, -3.521963, 5.077625], [4.533178, -2.774424, 6.373874], [2.907206, -4.339631, 4.957504], [2.652477, -5.495436, 5.739513], [5.505650, -4.616502, 4.772977], [6.841346, -4.204842, 4.731746], [3.690062, -3.937923, 2.365115], [5.364406, -3.219219, 2.278835], [3.856594, -2.362978, 1.806667], [1.701890, -5.446497, 6.270625], [3.410969, -5.675911, 6.501227], [2.585880, -6.364225, 5.084640], [6.987611, -3.154966, 4.985652], [7.129585, -4.295431, 3.684454], [7.447103, -4.921497, 5.286337], [5.417203, -0.022248, 1.303536], [6.379321, -1.064340, 1.452720], [7.825607, -0.873575, 2.151113], [8.679008, 0.154997, 1.532975], [7.451528, -0.370341, 3.665535], [8.415447, 0.316200, 4.462694], [8.358672, -2.362977, 2.220097], [9.654679, -2.545305, 2.781271], [5.826807, 0.987745, 1.318887], [4.693128, -0.076989, 2.116436], [4.956009, -0.121794, 0.320941], [9.367496, 0.526178, 3.975256], [8.672495, -0.103973, 5.435048], [7.930392, 1.274018, 4.650910], [10.003716, -1.683384, 3.349920], [10.347989, -2.629162, 1.944383], [9.763553, -3.436412, 3.399479], [-5.143643, 9.274408, 3.063942], [-4.433598, 8.032217, 2.967859], [-5.233223, 6.652914, 2.737308], [-6.498083, 6.738437, 1.910101], [-4.103279, 5.722356, 2.091596], [-4.433282, 4.592611, 1.289716], [-5.391953, 5.972675, 4.250437], [-6.192874, 6.550063, 5.319183], [-4.825333, 9.609804, 4.050992], [-6.229952, 9.191222, 3.097091], [-4.822845, 10.037544, 2.354854], [-3.738935, 4.405985, 0.470471], [-5.365664, 4.694162, 0.734337], [-4.412843, 3.675935, 1.879116], [-5.776102, 7.464739, 5.740797], [-6.343155, 5.822912, 6.117151], [-7.219259, 6.707406, 4.987709], [-3.440719, -6.533246, -0.248583], [-3.652231, -5.284075, 0.310962], [-2.877026, -3.954223, -0.267063], [-2.826855, -3.942608, -1.710471], [-3.628554, -2.650038, 0.345211], [-3.676274, -2.475730, 1.735611], [-1.467315, -3.965039, 0.515009], [-0.459103, -3.002599, 0.216500], [-4.317241, -6.894491, -0.786469], [-3.245502, -7.216836, 0.577670], [-2.589004, -6.578590, -0.927266], [-3.357177, -3.363458, 2.281710], [-4.677731, -2.245179, 2.098964], [-2.990704, -1.656821, 1.953516], [-0.460721, -2.258732, 1.013229], [-0.506806, -2.526599, -0.762913], [0.491327, -3.536079, 0.229893], [-1.818903, 1.312086, 1.209385], [-0.837179, 0.432697, 0.677845], [0.038314, 0.716305, -0.646438], [0.921646, 1.899957, -0.508567], [0.919013, -0.648970, -0.828560], [2.207763, -0.813942, -0.228942], [-0.864349, 0.710751, -1.997674], [-1.796579, -0.358939, -2.234678], [-1.529121, 1.842368, 2.116538], [-2.690878, 0.671929, 1.343330], [-2.052108, 2.082990, 0.474925], [2.427872, 0.108854, 0.307807], [2.934338, -0.993635, -1.021338], [2.214912, -1.704185, 0.399954], [-2.554585, -0.161108, -2.992569], [-2.273231, -0.745584, -1.333897], [-1.253690, -1.184334, -2.695202], [-5.135415, -0.525927, -2.138933], [-5.445410, 0.841632, -0.988798], [-4.159249, 2.157004, -1.117763], [-5.551732, 0.170862, 0.685074], [-6.334635, 1.401068, -1.279316], [3.142575, 1.244057, -3.280740], [1.963477, 2.412594, -3.928719], [1.900626, 2.399988, -5.705061], [2.428776, 4.067187, -3.349086], [1.021666, 2.090282, -3.484640], [0.406282, -5.284345, -4.605456], [0.352831, -4.715873, -2.922183], [1.822548, -3.813570, -2.494691], [0.044309, -6.056289, -1.771552], [-0.490981, -4.044263, -2.763986]],
  "forces_ev_per_angstrom": [[1.0, 0.9, 1.1], [-1.6, -1.3, -1.4], [0.3, -0.2, 0.7], [-0.6, 2.8, 0.2], [1.1, 0.0, -0.7], [-0.7, -0.6, -1.2], [0.3, -2.8, 0.6], [-0.6, 0.9, 1.4], [-0.3, 0.1, -0.3], [0.0, -0.3, 0.1], [-0.1, -0.5, -0.7], [0.2, -0.3, 0.3], [0.4, 0.7, 0.0], [0.6, 0.0, 0.6], [0.3, 0.0, -0.2], [0.0, -0.1, -0.4], [-0.5, 0.6, -0.1], [-1.4, -0.5, -0.8], [1.1, 0.1, 0.3], [-1.2, -0.2, -0.1], [1.4, -0.3, -1.2], [0.0, -0.6, -0.7], [0.1, 1.3, 0.5], [-0.1, 1.3, 0.8], [0.1, -0.5, -0.1], [0.9, 0.0, 0.2], [0.2, -0.2, 0.5], [-0.3, 0.0, 0.1], [-0.2, -0.2, 0.0], [0.0, -0.6, 0.2], [0.3, 0.0, -0.3], [-0.1, 0.1, 0.1], [-0.4, 0.3, 0.3], [-0.2, 0.1, 0.1], [-0.6, -0.4, 1.7], [0.0, 0.0, -1.8], [2.7, 0.8, 0.2], [-1.7, -0.7, 1.7], [-1.5, 0.6, 0.5], [-0.1, -1.3, -2.0], [-0.6, 1.0, -1.7], [0.4, -1.7, 1.5], [0.2, -0.2, 0.0], [0.1, 0.1, -0.6], [0.2, 0.3, -0.4], [0.4, 0.8, 0.6], [0.2, -0.2, 0.9], [0.1, 0.1, -0.1], [0.5, -0.1, 0.2], [-0.4, 0.5, -0.3], [0.0, 0.1, -0.2], [0.6, 0.3, -0.6], [-1.3, -1.9, 1.0], [-0.5, 1.3, 2.0], [-0.3, -1.5, -2.4], [2.2, 1.4, -0.5], [0.1, -0.9, 0.4], [-2.8, 0.2, 0.4], [1.1, 0.1, -1.2], [0.2, -0.3, 0.9], [-0.3, -0.3, -0.7], [0.4, 0.5, 0.3], [-0.1, 0.6, -0.2], [0.2, 0.1, -0.1], [0.2, 0.0, -0.1], [0.0, -0.1, 0.5], [0.3, 0.0, -0.1], [-0.1, 0.4, 0.3], [0.0, 0.8, 0.0], [1.7, -0.7, 0.9], [-1.4, 2.5, 0.1], [0.1, -1.0, 0.0], [0.4, -1.8, -0.8], [0.0, 1.5, 0.1], [-0.9, 0.0, 0.3], [1.3, 0.3, -0.5], [0.4, -0.1, 0.2], [-0.1, -0.2, -0.1], [-0.1, -0.3, 0.2], [-0.2, -0.1, -0.5], [-0.6, -0.8, -0.1], [0.4, 0.2, 0.2], [-0.3, 0.0, 0.1], [0.1, -0.1, 0.0], [-0.7, 0.0, -0.1], [0.2, 0.4, 1.5], [-0.7, -1.3, -0.8], [-1.7, -0.5, -0.2], [2.2, 0.0, 1.9], [-0.2, 0.6, 0.4], [-0.3, -0.7, -0.7], [0.1, 1.0, -1.1], [-0.6, -0.3, -0.6], [-0.2, 0.5, 0.0], [0.1, -0.3, -0.4], [0.1, -0.6, -0.4], [0.7, 0.7, 0.4], [-0.4, 0.2, 0.6], [-0.3, 0.1, 0.2], [0.2, 0.0, -0.3], [0.7, -0.2, -0.1], [0.1, 0.4, -0.4], [0.5, -1.8, -0.4], [0.6, 3.7, 0.4], [-0.5, -0.7, 2.0], [0.4, 0.5, -1.3], [0.0, -1.8, -1.4], [0.4, 0.1, 1.2], [-1.4, -0.6, -0.6], [0.7, 0.0, 0.3], [-0.1, 0.3, 0.0], [0.0, -0.1, 0.0], [0.0, 0.2, 0.0], [0.1, 0.0, 0.0], [-0.1, 0.1, -0.4], [-0.1, 0.1, 0.4], [0.0, 0.2, -0.2], [-0.6, -0.1, 0.1], [0.0, 0.0, 0.1], [-0.6, 0.4, -0.8], [1.0, -0.7, -1.0], [1.8, -0.3, -0.4], [-1.2, -0.5, -0.3], [-1.6, 0.8, 0.0], [-0.1, 0.4, -0.1], [0.1, 0.2, 1.8], [0.3, -1.3, -0.5], [0.4, -0.5, 0.1], [-0.1, 0.4, 0.3], [-0.1, 0.0, 0.1], [0.4, -0.3, 0.2], [0.0, 0.3, -0.1], [-0.3, 0.2, 0.2], [0.2, 1.0, 0.3], [0.0, 0.3, 0.2], [0.3, -0.1, 0.2], [-0.4, 1.1, 0.8], [0.9, -0.1, -0.1], [-0.8, -1.2, 0.0], [0.0, 0.7, -1.1], [-0.1, -0.6, 0.3], [0.0, 0.1, -0.3], [0.6, 0.3, 0.4], [-0.1, -0.1, 0.7], [-0.5, -0.8, -0.3], [0.0, 0.5, -0.4], [-0.1, 0.2, 0.6], [-0.3, 0.0, 0.3], [-0.2, -0.3, -0.1], [0.4, 0.3, -0.4], [0.1, -0.1, -0.4]],
  "mulliken_charge": [-0.56, 0.27, 0.53, -0.62, 0.01, -0.77, -0.35, -0.61, 0.28, 0.08, 0.33, 0.24, 0.31, 0.22, 0.27, 0.30, 0.23, -0.76, -0.24, 0.85, -0.72, -0.13, -0.50, -0.35, -0.62, 0.29, 0.27, 0.32, -0.13, 0.40, 0.47, 0.28, 0.28, 0.27, -0.69, -0.45, 1.28, -0.78, -0.34, -0.72, -0.23, -0.38, 0.29, 0.28, 0.28, 0.35, 0.25, 0.33, 0.37, 0.26, -0.09, 0.02, 0.19, 0.68, -0.71, -0.29, -0.74, -0.35, -0.74, 0.43, 0.16, -0.46, 0.26, 0.32, 0.28, 0.32, 0.22, 0.38, -0.51, -0.29, 0.93, -0.79, 0.06, -0.99, -0.28, -0.71, 0.50, 0.05, 0.21, 0.41, 0.33, 0.28, 0.29, 0.30, 0.27, -0.68, -0.30, 1.03, -0.68, -0.24, -0.72, -0.27, -0.69, 0.28, 0.33, 0.27, 0.10, 0.39, 0.30, 0.27, 0.27, 0.33, -0.53, -0.41, 0.54, -0.27, -0.12, -0.75, -0.34, -0.29, 0.27, 0.27, 0.14, 0.39, 0.26, 0.17, 0.42, -0.08, 0.35, -0.38, -0.18, 0.57, -0.64, 0.10, -0.80, 0.47, -0.02, 0.27, 0.08, 0.06, 0.29, 0.33, -0.06, -0.18, 0.23, 0.01, 0.01, -0.44, 0.00, -0.12, 0.51, -0.13, 1.34, -0.15, -0.17, -1.06, -0.14, 1.03, -0.12, -0.15, -0.66],
  "homo_ev": -10.329,
  "total_energy_ev": -281763.45000,
  "smiles": "COP(=O)(OC)OC.COP(=O)(OC)OC.COP(=O)(OC)OC.COP(=O)(OC)OC.COP(=O)(OC)OC.COP(=O)(OC)OC.COP(=O)(OC)OC.COP(=O)(OC)OC.ClC(Cl)Cl.ClC(Cl)Cl.ClC(Cl)Cl",
  "homo_lumo_gap_ev": 10.16,
  "fmax_ha_per_bohr": 0.0735,
  "charge": 0
}

***

{
  "formula": "C5H11NO",
  "method": "ωB97M-V/def2-TZVPD",
  "symbols": ["C", "C", "C", "N", "C", "C", "O", "H", "H", "H", "H", "H", "H", "H", "H", "H", "H", "H"],
  "xyz": [[0.386824, 1.823956, 1.942910], [0.512927, 1.624089, 0.439760], [1.280194, 0.340437, 0.126789], [0.584786, -0.828517, 0.593527], [-0.760290, -1.167265, 0.099644], [-0.968418, -0.808823, -1.355976], [-1.229062, -1.579825, -2.241636], [-0.095353, 2.761372, 2.242929], [1.384995, 1.843016, 2.397376], [-0.198374, 1.004755, 2.370009], [1.023486, 2.436467, -0.057111], [-0.496054, 1.569440, 0.010843], [2.227076, 0.414525, 0.654921], [1.483228, 0.293179, -0.950929], [1.100377, -1.690062, 0.658085], [-1.491079, -0.609653, 0.670847], [-0.831581, -2.244185, 0.190679], [-0.877815, 0.270368, -1.593597]],
  "forces_ev_per_angstrom": [[0.1, 0.3, 0.3], [-0.5, -0.4, 0.2], [-0.2, 0.2, -0.4], [-0.7, -0.8, 0.6], [1.2, 0.4, -0.5], [-0.1, 0.2, -0.3], [0.0, -0.2, 0.2], [0.0, -0.1, -0.3], [-0.2, -0.2, 0.1], [0.2, 0.1, 0.1], [0.1, 0.4, 0.0], [0.2, 0.1, 0.0], [0.2, -0.2, 0.0], [0.2, 0.1, -0.1], [0.5, 0.4, -0.2], [-0.5, -0.1, 0.3], [-0.6, -0.1, 0.2], [0.0, 0.0, 0.0]],
  "mulliken_charge": [-1.20, -0.23, -0.74, -0.31, -0.61, 0.13, -0.48, 0.37, 0.30, 0.27, 0.36, 0.17, 0.47, 0.31, 0.25, 0.23, 0.41, 0.29],
  "homo_ev": -8.682,
  "total_energy_ev": -8900.05237,
  "smiles": "CCCNCC=O",
  "homo_lumo_gap_ev": 9.64,
  "fmax_ha_per_bohr": 0.0264,
  "charge": 0
}

***

{
  "formula": "BrH3NOP",
  "method": "ωB97M-V/def2-TZVPD",
  "symbols": ["N", "O", "P", "Br", "H", "H", "H"],
  "xyz": [[0.830676, 0.412155, -0.741020], [-0.678327, -1.503630, 0.876843], [-0.746528, -0.014298, -0.843507], [-1.645750, 1.743623, 0.347998], [1.197695, 0.554492, 0.226675], [1.379537, -0.301795, -1.307128], [-0.337303, -0.890548, 1.440139]],
  "forces_ev_per_angstrom": [[1.5, -1.1, -0.1], [-1.8, -0.3, -5.6], [-1.0, -1.6, 3.4], [0.5, -1.0, -0.5], [-0.1, -0.1, -1.3], [-0.5, 1.3, 1.2], [1.5, 2.7, 2.9]],
  "mulliken_charge": [-0.48, -0.67, 0.44, -0.15, 0.29, 0.31, 0.27],
  "homo_ev": -10.086,
  "total_energy_ev": -82916.84801,
  "homo_lumo_gap_ev": 9.70,
  "fmax_ha_per_bohr": 0.1138,
  "charge": 0
}

***

{
  "formula": "C4H9N2O",
  "method": "ωB97M-V/def2-TZVPD",
  "symbols": ["C", "C", "C", "N", "C", "N", "H", "H", "H", "H", "H", "H", "H", "H", "H", "O"],
  "xyz": [[-0.964170, -1.555765, 0.791907], [-0.199322, -0.548656, -0.069404], [0.804457, -0.767857, -1.042384], [1.015528, 0.312873, -1.841918], [0.356057, 1.453994, -1.382299], [-0.459951, 0.758149, -0.059225], [-1.944376, -1.722245, 0.314632], [-0.342329, -2.430685, 0.690044], [-0.907236, -1.273921, 1.845212], [1.355283, -1.677213, -1.231377], [1.001310, 0.076333, -2.893143], [-0.515544, 1.835533, -1.903342], [-0.330282, 1.114551, 1.788817], [0.957746, 2.211363, -0.863432], [0.291928, 1.458721, 3.182471], [-0.119106, 0.754818, 2.673442]],
  "forces_ev_per_angstrom": [[1.7, 0.4, -1.0], [-1.3, 3.2, 1.0], [0.5, 1.1, -2.1], [-0.4, -2.9, -1.6], [-2.9, -1.4, 4.8], [1.5, -0.4, -2.5], [0.3, 0.1, 0.6], [-0.3, -0.9, 0.1], [-0.6, 0.2, -0.2], [-0.1, -0.2, -0.2], [1.1, 0.7, 1.9], [0.3, 0.1, -0.7], [0.0, 0.1, 0.9], [0.1, -0.2, -0.6], [-0.1, 0.1, 0.0], [0.0, 0.0, -0.5]],
  "mulliken_charge": [-0.95, 0.69, -0.26, -0.09, -0.39, -0.54, 0.29, 0.33, 0.37, 0.44, 0.37, 0.34, 0.38, 0.34, 0.32, -0.64],
  "homo_ev": -14.476,
  "total_energy_ev": -9312.24221,
  "homo_lumo_gap_ev": 7.70,
  "fmax_ha_per_bohr": 0.1128,
  "charge": 1
}